i:
H2NaO | ωB97M-V with the def2-TZVPD basis set

Element x y z (Å)
O1 4.723 0.857 -0.564
H1 4.471 0.998 0.377
H2 5.238 0.018 -0.559
Na1 0.000 0.000 0.000

Summary:
**Total charge**: +1
**Kohn-Sham gap**: 8.82 eV

***

ii:
H2NaO | ωB97M-V with the def2-TZVPD basis set

Element x y z (Å)
O1 -0.201 0.115 -0.472
H1 -1.072 0.329 -0.066
H2 -0.303 -0.806 -0.805
Na1 1.576 0.361 1.343

Summary:
**Total charge**: +1
**Kohn-Sham gap**: 11.96 eV

***

Stability, highest: ii

***

i:
HN2O4S | ωB97M-V with the def2-TZVPD basis set

Element x y z (Å)
N1 0.071 -0.074 -0.413
N2 1.294 0.200 -0.877
O1 -1.418 1.951 0.068
O2 2.258 -0.504 -0.457
O3 1.402 1.068 -1.762
O4 -2.352 0.468 -1.635
S1 -1.192 1.262 -1.216
H1 0.030 -0.446 0.580

Summary:
**Total charge**: -1
**Kohn-Sham gap**: 8.86 eV

***

ii:
HN2O4S | ωB97M-V with the def2-TZVPD basis set

Element x y z (Å)
N1 0.383 -0.485 0.532
N2 -1.941 -1.062 0.041
O1 -2.684 -0.167 0.434
O2 1.926 -0.626 -1.353
O3 -2.290 -2.197 -0.232
O4 2.760 -1.720 0.746
S1 1.867 -0.747 0.089
H1 0.128 -0.610 1.454

Summary:
**Total charge**: -1
**Kohn-Sham gap (spin up / spin down)**: 5.37 / 8.02 eV

***

Stability, highest: i